1.
The following is a quantum chemistry calculation of a 3-piece molecular cluster, C25H45O16P3 overall at a distorted geometry, from OMol25.

CARTESIAN COORDINATES (ANGSTROEM)
C  4.384  -1.930  1.537
C  2.836  -1.529  1.359
O  2.634  -1.138  -0.029
P  2.729  0.570  -0.231
O  1.265  1.087  -0.114
C  3.846  1.359  1.113
C  3.876  2.982  0.891
C  2.581  3.555  1.656
C  1.914  4.859  1.011
C  0.325  5.103  1.298
C  -0.560  3.789  0.991
C  -1.172  3.436  -0.391
C  -1.981  2.096  -0.567
C  -2.180  1.094  0.633
C  -1.602  1.454  2.031
C  -0.812  2.779  2.179
O  2.565  5.949  1.781
C  3.425  6.755  0.937
O  3.839  7.915  1.141
O  3.658  5.918  -0.233
C  2.334  5.363  -0.443
C  2.040  4.458  -1.736
C  3.332  4.490  -2.715
O  3.467  5.437  -3.544
O  4.378  3.521  -2.676
O  3.328  0.822  -1.811
C  2.265  0.843  -2.802
C  1.359  -0.486  -2.852
H  4.911  -1.415  2.417
H  4.493  -3.076  1.597
H  4.944  -1.567  0.588
H  2.433  -0.791  2.132
H  2.230  -2.506  1.504
H  3.503  1.088  2.173
H  4.895  0.905  0.913
H  4.839  3.334  1.397
H  3.886  3.130  -0.240
H  2.936  3.862  2.716
H  1.863  2.677  1.817
H  -0.086  5.965  0.657
H  0.250  5.395  2.415
H  -1.017  4.158  -1.270
H  -2.438  1.789  -1.566
H  -2.736  0.109  0.501
H  -1.713  0.759  2.935
H  -0.344  3.058  3.184
H  1.642  6.276  -0.592
H  1.090  4.736  -2.300
H  1.875  3.379  -1.342
H  4.243  2.809  -3.341
H  2.781  0.944  -3.832
H  1.558  1.744  -2.718
H  1.986  -1.399  -2.579
H  0.859  -0.556  -3.889
H  0.483  -0.356  -2.106
C  2.770  -6.474  -1.971
O  1.401  -6.449  -1.590
P  1.030  -6.059  0.043
O  2.073  -4.952  0.116
O  1.677  -7.488  0.546
C  1.073  -8.690  0.080
O  0.536  -5.724  1.660
C  -0.771  -6.186  1.991
H  2.858  -7.091  -2.868
H  3.104  -5.463  -2.213
H  3.401  -6.901  -1.189
H  1.715  -9.145  -0.677
H  0.085  -8.507  -0.350
H  0.972  -9.381  0.920
H  -0.835  -7.272  1.877
H  -1.510  -5.703  1.345
H  -0.983  -5.924  3.027
C  -5.164  -0.958  -1.673
O  -6.046  0.057  -1.218
P  -6.585  -0.019  0.413
O  -5.217  -0.419  0.949
O  -7.479  -1.359  0.070
C  -8.526  -1.231  -0.887
O  -7.227  -0.012  2.013
C  -8.417  0.755  2.172
H  -5.231  -0.999  -2.763
H  -4.138  -0.706  -1.400
H  -5.430  -1.937  -1.271
H  -8.219  -1.707  -1.820
H  -8.771  -0.184  -1.081
H  -9.414  -1.739  -0.506
H  -9.214  0.367  1.532
H  -8.221  1.802  1.923
H  -8.736  0.694  3.213

Its HOMO energy is -8.22 eV. The HOMO-LUMO gap is 0.192 Ha. As for the spin multiplicity: 1. Its SMILES is CCOP(=O)(CCC[C@@]1(Cc2ccccc2)OC(=O)O[C@H]1CC(=O)O)OCC.COP(=O)(OC)OC.COP(=O)(OC)OC.

---

2.
The following is a quantum chemistry calculation of C25H46AlP2 as an isolated structure at a distorted geometry, from OMol25.

CARTESIAN COORDINATES (ANGSTROEM)
Al  3.256  1.541  -4.155
C  1.091  0.760  1.831
C  0.451  1.925  1.327
C  -1.180  0.437  1.979
C  0.083  -0.148  2.240
C  -0.955  1.725  1.426
C  2.545  0.552  2.006
H  3.115  1.326  1.481
H  2.851  -0.437  1.633
H  2.843  0.591  3.066
C  0.295  -1.464  2.877
H  1.310  -1.829  2.702
H  -0.411  -2.212  2.501
H  0.161  -1.435  3.967
C  -2.498  -0.171  2.256
H  -2.814  0.002  3.296
H  -2.458  -1.258  2.101
H  -3.276  0.244  1.604
C  -1.993  2.714  1.093
H  -2.287  3.293  1.981
H  -2.907  2.245  0.708
H  -1.642  3.434  0.346
C  1.108  3.176  0.901
H  1.101  3.931  1.702
H  0.609  3.633  0.037
H  2.157  3.001  0.638
C  4.211  0.566  -5.632
C  5.098  1.393  -4.864
C  5.538  2.709  -5.500
C  4.359  3.678  -5.729
C  3.113  3.325  -4.920
C  2.142  2.426  -5.495
C  2.327  1.768  -6.850
C  3.676  1.006  -6.994
H  6.018  2.528  -6.466
H  4.113  3.682  -6.796
H  6.281  3.187  -4.858
H  4.386  1.613  -7.566
H  4.249  -0.523  -5.534
H  5.832  0.917  -4.217
H  3.474  0.119  -7.612
H  1.524  1.021  -6.939
H  1.094  2.524  -5.224
H  2.168  2.480  -7.674
H  4.681  4.697  -5.476
H  2.772  4.122  -4.254
P  1.357  -1.884  -1.898
P  -1.061  0.080  -1.966
C  0.544  -1.610  -3.540
C  -0.864  -1.064  -3.399
H  0.533  -2.592  -4.031
H  1.190  -0.965  -4.168
H  -1.141  -0.547  -4.326
H  -1.557  -1.907  -3.208
C  -2.851  -0.201  -1.751
H  -3.160  0.102  -0.743
H  -3.077  -1.270  -1.873
H  -3.421  0.367  -2.501
C  -1.096  1.824  -2.549
H  -1.745  1.936  -3.432
H  -0.072  2.178  -2.766
H  -1.501  2.436  -1.723
C  2.797  -2.830  -2.406
H  3.476  -2.881  -1.545
H  3.297  -2.341  -3.258
H  2.463  -3.834  -2.704
C  2.010  -0.252  -1.464
H  1.293  0.304  -0.832
H  2.249  0.395  -2.350
H  2.933  -0.396  -0.885
C  0.460  -2.628  -0.561
H  -0.205  -1.926  -0.037
H  1.205  -3.013  0.149
H  -0.139  -3.463  -0.943

For the energy above the lowest of the compared OMol25 structures with the same formula, charge and spin, the calculation gives 0.0 kcal per mole. Its HOMO energy (spin up / spin down) is -9.38 / -8.98 eV. The HOMO-LUMO gap (spin up / spin down) is 0.233 / 0.200 Ha. Its total charge is +1. As for the spin multiplicity: 1.

---

3.
The following is a quantum chemistry calculation of C25H46BN2P2Pt as an isolated structure at a distorted geometry, from OMol25.

CARTESIAN COORDINATES (ANGSTROEM)
Pt  -0.593  -1.377  0.122
C  -4.611  -1.051  -0.286
C  -4.363  0.335  0.315
C  -4.752  0.312  1.791
C  -5.174  1.392  -0.429
P  -2.485  0.551  0.161
C  -2.305  1.041  -1.644
N  -0.951  0.783  -2.049
B  -0.113  -0.266  -1.541
N  1.235  0.096  -1.850
C  2.439  -0.444  -1.263
P  2.029  -1.296  0.369
C  2.297  -3.140  -0.007
C  1.508  -3.485  -1.272
C  3.751  -3.555  -0.198
C  1.675  -3.914  1.155
C  3.415  -0.597  1.503
C  4.824  -0.601  0.918
C  3.398  -1.373  2.818
C  2.991  0.848  1.785
C  1.197  1.238  -2.613
C  2.217  1.978  -3.192
C  1.873  3.113  -3.902
C  0.543  3.521  -4.031
C  -0.483  2.808  -3.446
C  -0.157  1.659  -2.736
C  -1.774  2.021  1.125
C  -0.389  2.329  0.555
C  -2.623  3.285  1.079
C  -1.593  1.513  2.556
H  -5.653  -1.335  -0.158
H  -3.986  -1.795  0.212
H  -4.389  -1.078  -1.351
H  -5.786  -0.015  1.888
H  -4.679  1.298  2.242
H  -4.125  -0.386  2.344
H  -6.233  1.197  -0.265
H  -5.000  1.362  -1.502
H  -4.967  2.396  -0.068
H  -2.553  2.099  -1.775
H  -3.010  0.442  -2.233
H  3.124  0.385  -1.058
H  2.951  -1.139  -1.939
H  1.935  -3.044  -2.169
H  0.460  -3.157  -1.179
H  1.504  -4.565  -1.407
H  4.253  -2.932  -0.935
H  3.782  -4.583  -0.556
H  4.304  -3.530  0.737
H  0.635  -3.589  1.298
H  2.215  -3.762  2.085
H  1.678  -4.982  0.944
H  5.187  -1.601  0.718
H  5.495  -0.153  1.649
H  4.901  -0.013  0.008
H  3.839  -2.360  2.709
H  2.383  -1.476  3.201
H  3.986  -0.837  3.561
H  2.955  1.452  0.880
H  3.710  1.312  2.458
H  2.013  0.878  2.262
H  3.249  1.672  -3.107
H  2.648  3.698  -4.374
H  0.315  4.406  -4.605
H  -1.506  3.136  -3.545
H  -0.443  2.800  -0.423
H  0.210  1.418  0.483
H  0.130  3.018  1.221
H  -2.816  3.599  0.055
H  -2.085  4.092  1.574
H  -3.568  3.159  1.599
H  -1.042  0.567  2.545
H  -2.544  1.349  3.054
H  -1.028  2.233  3.144
C  -1.676  -2.833  1.131
H  -1.865  -2.754  2.193
H  -1.935  -3.773  0.658

As for the expectation value of S²: 6.02. Its HOMO energy (spin up / spin down) is -9.59 / -10.51 eV. The HOMO-LUMO gap (spin up / spin down) is 0.285 / 0.179 Ha. Its total charge is +1. As for the spin multiplicity: 5.

---

4.
The following is a quantum chemistry calculation of C25H46Br14N4O4PS2 as an isolated structure at a distorted geometry, from OMol25.

CARTESIAN COORDINATES (ANGSTROEM)
C  -2.653  0.580  -2.478
C  -2.576  1.358  -1.115
C  -2.242  0.447  0.130
C  -2.210  1.298  1.456
C  -0.991  -0.438  -0.057
C  0.186  0.025  -0.748
N  0.453  1.263  -1.316
N  0.995  -1.101  -0.685
N  2.290  -1.104  -1.242
C  3.111  -0.646  -0.417
S  4.254  -0.284  0.594
C  0.407  -2.146  -0.039
P  1.320  -3.736  0.105
O  2.632  -3.466  1.062
O  1.938  -4.033  -1.409
S  0.240  -5.254  0.591
N  -0.825  -1.750  0.389
C  -1.759  -2.586  1.165
O  -2.399  -1.721  2.136
C  -2.192  -2.186  3.473
C  -0.807  -2.277  4.157
O  -3.156  -2.496  4.186
H  -2.274  1.274  -3.275
H  -1.981  -0.313  -2.520
H  -3.682  0.301  -2.784
H  -1.908  2.245  -1.198
H  -3.605  1.754  -0.916
H  -3.116  -0.252  0.224
H  -2.589  0.669  2.289
H  -1.181  1.664  1.680
H  -2.882  2.186  1.344
H  1.441  1.352  -1.567
H  0.164  2.029  -0.709
H  3.392  -3.846  0.573
H  1.778  -4.984  -1.580
H  -2.544  -3.007  0.501
H  -1.268  -3.396  1.743
H  -0.825  -1.915  5.209
H  -0.016  -1.754  3.573
H  -0.549  -3.369  4.207
Br  7.440  1.108  3.171
C  7.276  -0.668  3.953
C  5.889  -0.904  4.495
Br  5.621  0.011  6.193
H  8.053  -0.754  4.709
H  7.490  -1.359  3.138
H  5.738  -1.960  4.715
H  5.104  -0.561  3.824
Br  0.196  2.578  -4.470
C  -0.754  2.985  -6.123
C  -1.349  4.367  -6.085
Br  -2.960  4.414  -4.990
H  -1.496  2.202  -6.263
H  -0.002  2.911  -6.907
H  -1.671  4.673  -7.079
H  -0.671  5.116  -5.683
Br  -0.830  3.253  3.801
C  0.093  1.879  4.825
C  1.446  1.575  4.240
Br  1.297  0.464  2.640
H  -0.565  1.013  4.861
H  0.195  2.294  5.828
H  2.044  0.989  4.937
H  2.001  2.467  3.955
Br  2.320  6.549  5.600
C  3.251  5.181  6.625
C  4.604  4.878  6.037
Br  4.455  3.769  4.443
H  2.596  4.313  6.661
H  3.352  5.596  7.627
H  5.203  4.293  6.735
H  5.158  5.769  5.751
Br  -7.749  -4.086  2.229
C  -6.387  -4.280  0.850
C  -5.084  -4.770  1.432
Br  -4.124  -3.336  2.365
H  -6.299  -3.317  0.355
H  -6.796  -5.008  0.149
H  -4.410  -5.096  0.637
H  -5.213  -5.580  2.147
Br  0.641  4.858  -9.067
C  2.463  4.385  -9.570
C  2.535  2.977  -10.098
Br  2.451  1.675  -8.650
H  3.086  4.547  -8.694
H  2.739  5.101  -10.344
H  3.492  2.800  -10.586
H  1.730  2.737  -10.788
Br  -4.545  -2.233  -1.770
C  -4.164  -3.819  -2.836
C  -2.973  -4.567  -2.296
Br  -1.304  -3.678  -2.769
H  -4.030  -3.485  -3.863
H  -5.063  -4.430  -2.771
H  -2.906  -5.557  -2.745
H  -2.983  -4.665  -1.213

For the energy above the lowest of the compared OMol25 structures with the same formula, charge and spin, the calculation gives 52.5 kcal per mole. Its HOMO energy is -10.94 eV. The HOMO-LUMO gap is 0.265 Ha. Its total charge is +1. As for the spin multiplicity: 1.

---

5.
The following is a quantum chemistry calculation of a 3-piece molecular cluster, C25H46BrN10O6P2S5 overall at a distorted geometry, from OMol25.

CARTESIAN COORDINATES (ANGSTROEM)
C  1.939  -4.864  -0.565
C  0.947  -4.628  0.537
O  0.538  -3.237  0.683
C  0.103  -2.525  -0.318
N  -0.897  -2.823  -1.092
C  -1.752  -4.008  -0.949
C  -2.347  -4.165  0.467
C  -3.889  -4.126  0.468
S  -4.671  -5.660  1.023
C  -1.096  -1.778  -2.119
P  -2.853  -1.599  -2.765
S  -3.635  -3.057  -3.761
P  -0.063  -2.404  -3.679
N  -0.534  -4.046  -3.739
O  -0.883  -1.770  -4.924
C  -0.501  -0.503  -1.379
C  0.030  0.586  -2.326
C  -0.957  1.688  -2.720
S  -0.237  2.757  -4.002
C  -0.272  1.632  -5.307
N  0.667  0.814  -5.640
N  0.188  0.091  -6.718
C  -0.993  0.535  -6.947
O  -1.366  1.504  -6.111
C  -1.690  -0.031  -0.479
C  -1.627  0.842  0.796
C  -0.939  2.186  0.703
O  -2.999  1.162  1.097
C  0.703  -1.190  -0.602
Br  2.346  -1.416  -1.648
C  1.161  -0.501  0.685
C  2.489  -0.903  1.330
C  2.328  -0.483  2.799
S  3.883  -0.296  3.698
C  4.718  1.036  2.915
S  6.317  1.150  3.023
N  3.949  2.027  2.252
C  3.116  2.961  2.818
C  2.634  3.690  1.795
N  3.148  3.247  0.598
C  3.936  2.261  0.907
H  1.631  -4.472  -1.533
H  2.056  -5.940  -0.673
H  2.919  -4.456  -0.344
H  0.084  -5.276  0.423
H  1.385  -4.883  1.494
H  -2.563  -3.935  -1.660
H  -1.196  -4.898  -1.223
H  -2.002  -5.098  0.897
H  -1.998  -3.369  1.119
H  -4.221  -3.378  1.180
H  -4.273  -3.833  -0.505
H  -3.828  -6.512  0.436
H  -3.667  -1.208  -1.693
H  -2.706  -0.442  -3.531
H  -0.056  -4.556  -3.007
H  -0.201  -4.413  -4.625
H  -0.229  -1.268  -5.440
H  0.386  0.133  -3.245
H  0.852  1.104  -1.839
H  -1.907  1.328  -3.101
H  -1.167  2.366  -1.901
H  -1.663  0.184  -7.708
H  -2.239  -0.919  -0.162
H  -2.390  0.517  -1.104
H  -1.276  0.273  1.645
H  -0.101  2.232  0.020
H  -0.616  2.487  1.694
H  -1.686  2.916  0.393
H  -3.411  0.403  1.518
H  0.406  -0.680  1.438
H  1.242  0.552  0.443
H  2.710  -1.965  1.285
H  3.308  -0.324  0.941
H  1.833  0.485  2.803
H  1.653  -1.143  3.333
H  2.938  3.046  3.870
H  1.957  4.519  1.845
H  4.516  1.711  0.190
C  0.524  2.013  5.232
O  0.530  1.555  4.094
N  1.530  1.757  6.116
N  -0.477  2.818  5.681
H  1.552  2.125  7.048
H  2.286  1.173  5.803
H  -1.217  3.037  5.040
H  -0.498  3.212  6.602
C  -0.071  6.822  1.654
O  0.255  6.163  2.627
N  0.266  6.466  0.373
N  -0.797  7.974  1.765
H  0.013  7.005  -0.433
H  0.812  5.634  0.248
H  -1.055  8.265  2.689
H  -1.072  8.534  0.982

Its HOMO energy is -10.71 eV. The HOMO-LUMO gap is 0.265 Ha. Its total charge is +1. As for the spin multiplicity: 1.